[1]
{"formula": "C3H8N2O2", "method": "ωB97M-V with the def2-TZVPD basis set", "elements": ["N", "C", "O", "C", "N", "C", "O", "H", "H", "H", "H", "H", "H", "H", "H"], "xyz": [[-0.5509, 2.5657, -0.6819], [-0.8978, 1.3965, -0.0679], [-2.0340, 1.1435, 0.3043], [0.2148, 0.2957, -0.1299], [-0.4418, -1.0630, -0.0847], [0.4417, -1.8717, 0.8559], [1.5551, -2.4610, 0.2223], [-1.1748, 3.2939, -0.6474], [0.4263, 2.4762, -1.1672], [0.7533, 0.5081, -1.0296], [0.9748, 0.3451, 0.5870], [-1.2565, -0.8279, -0.6312], [0.8795, -1.1629, 1.6035], [-0.2427, -2.5491, 1.4008], [1.3530, -2.0890, -0.5338]], "atomic_forces_ev_per_a": [[4.475, -3.485, -0.506], [-0.400, -0.706, -0.472], [0.814, 0.369, 0.128], [-2.445, -0.399, -0.825], [4.793, 3.086, 0.885], [-2.907, 0.464, 1.360], [0.188, -2.454, 5.451], [-1.218, 2.164, -0.359], [-2.948, 1.306, 1.240], [0.337, -0.125, -1.175], [0.722, 0.535, 1.521], [-0.960, -2.251, 0.789], [-0.838, -0.456, -0.456], [0.765, -0.298, -0.427], [-0.379, 2.252, -7.153]], "nbo_charge": [-0.8301, 0.6533, -0.6096, -0.3279, -0.7285, 0.1134, -0.7006, 0.4091, 0.4056, 0.1666, 0.2110, 0.4443, 0.1529, 0.1778, 0.4626], "charge": 0, "smiles": "NC(=O)CNCO", "relative_energy_kcal_mol": 78.4, "e_lumo_ev": 0.664}

---

[2]
{"formula": "C2H9N3", "method": "ωB97M-V with the def2-TZVPD basis set", "elements": ["C", "N", "H", "H", "H", "H", "H", "N", "C", "N", "H", "H", "H", "H"], "xyz": [[-1.6043, -0.5380, 0.4822], [-1.7998, -0.6505, -0.9159], [-1.0333, -1.4152, 0.8461], [-1.0677, 0.3717, 0.7317], [-2.5572, -0.5041, 1.0158], [-2.1518, -1.5565, -1.2305], [-1.0074, -0.3737, -1.5157], [1.7894, 0.7252, 1.1152], [1.3958, 0.7440, -0.1552], [1.5782, -0.2246, -0.9832], [1.6351, 1.5568, 1.6623], [2.5662, 0.1244, 1.3585], [0.8420, 1.6413, -0.4766], [1.4147, 0.0992, -1.9347]], "atomic_forces_ev_per_a": [[-0.328, 0.956, 0.549], [1.643, -1.428, -0.117], [-0.091, 0.010, -0.113], [0.156, -0.102, -0.121], [-0.124, -0.371, -0.076], [-0.652, 0.267, -0.100], [-0.328, 0.586, 0.101], [0.111, 0.057, 0.571], [-0.637, 0.320, -1.432], [0.096, -0.078, 0.113], [0.231, -0.111, 0.086], [-0.217, -0.064, 0.140], [0.303, 0.073, 0.363], [-0.164, -0.119, 0.036]], "mulliken_spin": [0.0331, 0.7809, 0.0727, -0.0001, 0.0350, -0.0179, -0.0171, 0.0473, -0.0125, 0.0846, -0.0029, -0.0011, 0.0022, -0.0042], "spin_multiplicity": 2, "charge": 1, "relative_energy_kcal_mol": 4.9, "e_lumo_ev": [-3.320, -8.816]}

---

[3]
{"formula": "C5H44NO15", "method": "ωB97M-V with the def2-TZVPD basis set", "elements": ["C", "C", "C", "C", "C", "N", "H", "H", "H", "H", "H", "H", "H", "H", "H", "H", "H", "H", "H", "H", "H", "H", "O", "H", "H", "O", "H", "H", "O", "H", "H", "O", "H", "H", "O", "H", "H", "O", "H", "H", "O", "H", "H", "O", "H", "H", "O", "H", "H", "O", "H", "H", "O", "H", "H", "O", "H", "H", "O", "H", "H", "O", "H", "H", "O"], "xyz": [[0.5042, -2.7889, 0.0957], [1.8453, -3.3409, 0.6239], [3.1432, -2.3832, 0.2030], [3.0622, -1.9581, -1.2621], [3.0723, -1.1616, 1.1616], [0.1268, -1.3568, -0.1405], [-0.2986, -3.2174, 0.7696], [0.3873, -3.3099, -0.9075], [2.1231, -4.4219, 0.3879], [1.8673, -3.2617, 1.6940], [4.0018, -2.9520, 0.5579], [2.0322, -1.9937, -1.6921], [3.6480, -2.5560, -1.9336], [3.4341, -0.9632, -1.3951], [3.6488, -0.3018, 1.0290], [2.0064, -0.8468, 1.2235], [3.5211, -1.4840, 2.1072], [0.6695, -1.0545, -0.9437], [-0.8783, -1.0557, -0.3229], [0.3885, -0.6489, 0.5899], [-2.1993, 1.1285, -0.2724], [-2.3681, 0.8125, 1.2210], [-2.0192, 0.4403, 0.4177], [0.5743, 0.7467, 2.4939], [-0.4632, 0.6003, 1.2651], [0.4043, 0.8320, 1.5489], [-3.2873, -0.1639, -3.0774], [-2.3937, 0.4926, -4.2000], [-3.2337, 0.1694, -3.9842], [2.1883, 1.1446, 4.2800], [1.8462, 2.1147, 3.1313], [1.4735, 1.5229, 3.8538], [-2.7948, -2.5434, -0.9382], [-4.1316, -2.3126, -0.3934], [-3.6049, -2.1462, -1.1576], [1.6187, 2.4521, 1.1716], [2.1141, 3.9052, 1.3319], [2.2801, 2.9712, 1.7064], [-1.8503, 2.8834, 2.1676], [-3.2242, 3.1165, 2.7843], [-2.7574, 2.5723, 2.1006], [-1.9369, -3.1616, 2.2447], [-2.2038, -2.1594, 3.5077], [-2.4359, -2.5098, 2.6633], [-3.7448, 1.4135, -1.8776], [-3.4650, 2.9511, -1.5635], [-3.1072, 2.0202, -1.4772], [3.8040, 3.1894, -1.4888], [2.9823, 2.7330, -2.7774], [3.0654, 3.3330, -2.0874], [-1.7554, -0.3914, 4.8285], [-0.6498, -1.4295, 5.1200], [-1.1598, -1.0931, 4.4527], [-0.3268, 0.2493, -4.0382], [-0.1583, -0.9664, -3.3051], [-0.4568, -0.0609, -3.1201], [-0.5057, 4.2470, -2.6172], [-1.2145, 3.2253, -1.7729], [-1.0034, 4.1354, -1.8300], [-1.1182, -3.0968, -3.5909], [-2.5172, -2.2809, -3.0448], [-1.5810, -2.4039, -3.1419], [1.6749, 3.9480, -1.1734], [0.2589, 4.3848, -0.8041], [1.0781, 4.0416, -0.4031]], "atomic_forces_ev_per_a": [[-2.166, -3.284, -0.742], [2.863, 1.977, -0.291], [-2.017, -0.136, 1.088], [-0.348, -0.512, -0.234], [-1.353, -1.744, 0.614], [0.500, 1.103, -0.052], [0.793, 0.543, -0.892], [-0.346, 0.866, 1.084], [-1.179, 1.448, -0.249], [-0.154, -0.156, 0.643], [0.261, -0.090, -0.953], [0.724, -0.021, 0.339], [0.314, -0.594, -0.247], [0.142, 0.733, 0.004], [0.997, 1.398, -1.430], [1.231, -0.035, 0.717], [-0.945, -0.192, 0.370], [-0.126, 0.381, -0.292], [0.823, -1.131, 0.274], [0.231, -0.559, 0.167], [-0.171, -0.445, 0.560], [-0.741, 0.350, 0.688], [0.637, -0.173, -1.241], [-0.133, -0.018, 0.802], [-1.824, 0.281, 0.133], [1.632, 0.001, -0.883], [0.735, 0.130, -0.454], [1.810, 0.448, 0.290], [-2.918, -0.768, 0.257], [2.258, -1.129, 1.376], [-0.172, -0.202, 0.876], [-1.987, 1.481, -2.025], [1.810, -0.861, 0.295], [-0.928, 0.010, 0.848], [-0.845, 0.916, -1.227], [0.827, 0.695, 0.569], [0.274, -2.048, 0.786], [-0.980, 1.139, -1.313], [0.274, 0.072, -0.071], [0.427, -0.810, -0.917], [-0.557, 0.739, 1.028], [1.524, -1.469, 0.102], [1.343, -0.161, 0.843], [-2.966, 1.304, -1.464], [-0.001, 0.455, -0.082], [0.425, -1.685, 0.131], [-0.382, 1.555, -0.183], [0.039, -0.449, -0.420], [0.417, -1.876, -1.596], [-0.199, 2.259, 1.774], [1.105, -1.022, -0.329], [1.944, -1.140, 2.880], [-2.910, 2.484, -2.136], [-0.085, 0.592, 0.645], [-0.689, -0.132, 0.682], [1.156, 0.165, -1.213], [0.561, 0.174, -1.289], [-0.353, -1.631, 0.050], [-1.128, 1.509, 0.485], [-1.227, -0.969, -0.558], [-0.712, -0.995, -0.776], [1.963, 1.162, 1.318], [-0.005, -0.127, 0.607], [0.157, -0.171, 0.491], [0.351, 0.367, -0.257]], "nbo_charge": [-0.2501, -0.4154, -0.2069, -0.6199, -0.6223, -0.7479, 0.2188, 0.2216, 0.2523, 0.2149, 0.2254, 0.1610, 0.2361, 0.2219, 0.2282, 0.1853, 0.2201, 0.4328, 0.4899, 0.4638, 0.5188, 0.5134, -1.0171, 0.5258, 0.4870, -1.0100, 0.4694, 0.4734, -0.9410, 0.4708, 0.5135, -0.9920, 0.4633, 0.4909, -0.9495, 0.5097, 0.5207, -1.0079, 0.4843, 0.4925, -0.9687, 0.4636, 0.5072, -0.9922, 0.5012, 0.5129, -0.9873, 0.5018, 0.4830, -0.9603, 0.4943, 0.4803, -0.9493, 0.4670, 0.4824, -0.9506, 0.4787, 0.4890, -0.9300, 0.5029, 0.5290, -1.0272, 0.4902, 0.4889, -1.0328], "charge": 1, "relative_energy_kcal_mol": 98.3, "e_lumo_ev": -2.559}